[1]
Computed, not measured: a structure of composition C24H48IrN7O5Sb, with ωB97M-V/def2-TZVPD.

Geometry as XYZ:
```
86
Properties=species:S:1:pos:R:3:forces:R:3
Ir -2.066442 0.657791 1.121811 -2.3 2.4 -1.8
C -2.630361 -3.578182 -0.565233 -0.1 0.1 0.0
C -2.150063 -2.491752 0.384695 0.0 -0.4 -0.2
C -1.966438 -3.025641 1.809039 0.3 0.1 0.0
O -3.046232 -1.367319 0.377169 0.6 0.7 0.5
C -0.779164 -1.972726 -0.032606 -0.5 -0.4 -0.3
O 0.074591 -2.766345 -0.504634 0.4 0.4 1.1
O -0.448247 -0.771187 0.205178 1.0 -0.3 0.7
H -3.535282 -4.046459 -0.175323 0.0 0.0 0.0
H -1.860247 -4.339043 -0.665424 0.0 -0.1 0.0
H -2.839778 -3.161441 -1.550441 0.0 0.0 0.0
H -2.936846 -3.267920 2.243681 0.0 0.0 0.0
H -1.476490 -2.280739 2.439137 -0.1 0.0 0.1
H -1.360464 -3.932468 1.792274 -0.1 0.0 0.0
H -3.895830 -1.620575 0.764307 0.0 0.0 0.1
N -1.319574 2.779233 0.662057 -0.3 -1.3 1.1
C -2.451412 3.671142 0.325717 -0.4 0.1 -0.1
C -2.038066 4.887929 -0.512500 0.2 -0.2 0.0
C -1.398627 4.610641 -1.892681 -0.3 0.1 0.0
C -2.341925 4.904510 -3.070136 0.3 -0.4 0.0
N -3.405918 3.913428 -3.182588 0.1 0.4 -0.2
C -3.335825 2.726806 -3.752454 -0.1 0.0 -0.1
N -4.239502 1.807975 -3.415950 0.0 -0.1 0.0
N -2.382831 2.430171 -4.655313 0.0 0.0 0.1
C -3.586653 2.845652 -0.289843 0.2 0.0 -0.1
O -4.485396 3.415039 -0.909022 -0.1 -0.3 0.6
O -3.521782 1.576299 -0.118134 0.3 -0.6 -0.4
H -0.790729 3.151972 1.443462 0.1 0.1 0.0
H -0.696118 2.709653 -0.133848 0.1 -0.2 0.0
H -2.863401 4.044584 1.265317 0.0 0.0 0.1
H -1.336603 5.457044 0.099518 0.0 0.1 0.0
H -2.925141 5.507712 -0.648755 0.0 0.0 0.2
H -1.053999 3.571876 -1.977835 0.1 0.0 -0.1
H -0.523244 5.248391 -2.019628 0.0 0.0 0.0
H -1.768948 4.947497 -3.995640 -0.1 0.1 0.0
H -2.824451 5.867642 -2.921086 0.0 0.1 -0.1
H -4.100897 3.982559 -2.439214 0.0 0.0 0.0
H -4.837303 1.967308 -2.613274 0.1 0.0 0.0
H -4.294551 0.923455 -3.887923 0.0 0.0 0.0
H -1.861559 3.183374 -5.069064 0.0 0.0 -0.1
H -2.488821 1.609544 -5.227415 0.0 0.0 0.0
N -1.896965 -2.126432 7.096123 0.0 0.3 -0.2
C -1.985037 -1.312699 6.276652 0.1 -0.3 -0.4
N -2.101707 -0.373081 5.369173 -0.3 0.5 0.5
C -1.982368 -0.084413 4.176577 0.3 -0.6 0.4
N -1.852882 0.303662 3.072570 0.7 -0.4 -0.2
C 3.797980 -0.308040 -1.689806 0.0 0.0 0.1
C 2.284619 -0.463393 -1.567695 -0.2 -0.3 0.4
C 1.565340 0.881322 -1.539780 0.1 0.0 0.0
C 1.737728 -1.345279 -2.682830 0.0 0.0 0.1
Sb 1.830849 -1.455272 0.386753 1.4 0.4 -1.0
C 3.043234 -3.419273 0.626769 -1.0 0.3 -0.2
C 4.441828 -3.074587 1.086167 0.1 0.2 0.0
C 2.998603 -4.062703 -0.748471 0.1 -0.1 0.1
C 2.236100 -4.204690 1.650955 0.1 -0.1 0.0
C 2.438957 0.062650 2.180252 -1.4 -0.5 -0.4
C 1.251129 1.008129 2.187096 0.3 0.0 0.2
C 3.750397 0.674092 1.783123 0.1 -0.2 -0.3
C 2.486102 -0.819719 3.405949 0.1 0.0 0.0
H 4.023793 0.159098 -2.652670 0.0 0.0 0.0
H 4.305135 -1.274598 -1.663488 0.0 0.1 -0.1
H 4.216855 0.327601 -0.909225 0.0 0.0 -0.1
H 1.682343 1.373418 -2.510847 0.0 0.0 0.0
H 1.982764 1.548252 -0.782236 0.0 0.0 0.0
H 0.499356 0.743139 -1.345690 0.0 0.1 -0.1
H 1.947126 -0.865831 -3.643903 0.0 0.0 0.0
H 0.661109 -1.486826 -2.589631 0.0 0.0 -0.1
H 2.206186 -2.328549 -2.693784 0.0 0.0 -0.1
H 4.971276 -2.433169 0.377829 0.0 0.0 0.0
H 5.010001 -4.009526 1.155203 -0.1 0.0 0.0
H 4.468805 -2.620470 2.075577 0.0 0.0 0.0
H 3.636835 -3.545338 -1.465883 0.0 0.0 0.0
H 1.979499 -4.111886 -1.129711 0.0 -0.1 -0.1
H 3.367296 -5.091111 -0.663678 0.0 0.0 0.0
H 2.186344 -3.701670 2.617756 0.0 0.0 0.0
H 2.716410 -5.176517 1.807473 0.0 0.0 0.0
H 1.223792 -4.390941 1.288228 0.0 -0.1 0.0
H 1.175684 1.570420 1.255418 0.1 0.0 0.0
H 1.376929 1.731978 3.002126 0.0 -0.1 0.0
H 0.313621 0.475485 2.350229 0.2 0.1 0.2
H 3.647354 1.369925 0.951563 0.0 0.0 0.0
H 4.499732 -0.081244 1.531708 0.0 0.1 0.1
H 4.140731 1.230196 2.643268 -0.1 0.0 0.0
H 1.549415 -1.352784 3.561246 0.0 0.0 0.1
H 2.651139 -0.183337 4.283045 0.0 0.0 0.0
H 3.307127 -1.533404 3.373105 0.0 0.0 0.0
```
Forces are in eV/Å.

The total charge is +2. Its molecular weight is 828.7 g mol⁻¹. Its largest force on an atom is 3.78 eV Å⁻¹. Its expectation value of S² is 0.7536. The LUMO energy (alpha / beta) is -7.19 / -7.21 eV. The calculated total energy is -2046.77059 Eh. As for the multiplicity: 2. For the frontier orbital gap (alpha / beta), the calculation gives 5.21 / 5.10 eV.

=====

[2]
Computed, not measured: a cluster of 6 separate species, C33H34F40N3O5 in total, with ωB97M-V/def2-TZVPD.

Geometry as XYZ:
```
115
Properties=species:S:1:pos:R:3:forces:R:3
C 1.546490 -0.137569 3.611675 -0.9 -0.1 -0.2
C 0.720178 0.879477 2.701498 0.0 -1.1 0.8
C -0.417785 0.055014 2.087795 -0.2 -1.7 -3.1
C -0.236791 -0.742717 0.873890 -2.3 1.5 3.3
C -1.446746 -1.462896 0.512815 1.7 -1.0 -2.2
N -1.325683 -2.295980 -0.645574 0.1 -0.3 1.7
N -2.647371 -1.477291 1.070837 0.4 0.1 -0.2
N -2.778204 -0.753971 2.155370 1.4 0.7 0.2
C -4.093350 -0.754198 2.859351 -0.5 0.1 0.5
C -4.825215 0.617213 2.784782 -0.8 -0.5 0.1
C -1.749178 -0.064995 2.633342 0.9 1.5 1.7
H 2.083635 0.401783 4.414896 -0.1 -0.4 -0.7
H 0.800113 -0.814189 4.090981 0.6 0.4 0.0
H 2.199852 -0.792289 2.991788 -0.2 0.7 0.5
H 0.304744 1.666178 3.369798 0.3 -0.4 -0.7
H 1.407507 1.292218 1.930171 -0.8 -0.1 0.4
H 0.722954 -0.792280 0.334190 -0.8 -0.1 0.1
H -0.470509 -2.844854 -0.501726 -0.1 0.3 -0.6
H -2.072744 -2.993198 -0.632039 -0.1 0.4 -0.2
H -3.870919 -1.047441 3.909720 -0.1 0.3 -0.7
H -4.708914 -1.565761 2.417756 0.6 0.6 0.1
H -5.211323 0.824293 1.757996 0.6 0.0 0.7
H -5.742576 0.512170 3.417640 0.8 0.1 -0.4
H -4.253855 1.468967 3.206249 -0.2 -0.6 -0.4
H -1.941527 0.490850 3.576922 -0.1 -0.5 -0.8
C -2.322934 -1.879086 -3.923223 0.7 -0.3 0.4
C -3.012884 -0.500225 -3.984498 0.6 -0.1 -0.7
C -4.543805 -0.492316 -3.944725 -0.7 0.4 0.2
F -5.096265 -1.178734 -4.958976 0.1 0.0 0.1
F -4.999357 0.779978 -4.044046 0.3 0.0 0.1
F -2.553259 0.168413 -5.061089 -0.2 0.0 0.0
F -2.579569 0.200732 -2.892046 -0.3 -0.2 0.3
O -1.920266 -2.480070 -5.155461 -1.0 0.3 -0.3
C -2.889430 -3.184413 -5.878066 0.5 -0.1 1.2
C -3.241002 -2.515942 -7.211837 0.0 0.2 -0.8
F -3.628145 -1.237622 -7.045431 0.1 -0.1 0.2
F -4.262769 -3.169674 -7.805972 0.1 -0.2 0.3
F -3.964673 -3.398602 -5.098754 -0.2 -0.1 -0.4
F -2.361070 -4.404266 -6.123918 0.0 0.1 -0.4
H -1.379472 -1.717746 -3.399497 0.0 0.2 -0.1
H -2.871044 -2.583475 -3.295718 -0.2 0.1 -0.2
H -4.912296 -0.908300 -3.001681 0.1 0.0 0.0
H -2.377107 -2.525111 -7.881438 0.1 -0.1 0.1
C 2.216259 5.746610 -1.256203 -0.2 0.7 0.1
C 2.492474 4.924092 -2.531228 0.8 0.4 0.4
C 1.720022 3.610598 -2.679336 -0.3 -0.4 -0.6
F 1.956477 2.744688 -1.667736 0.0 0.1 0.0
F 2.091613 2.980936 -3.818878 0.1 0.2 0.0
F 3.823480 4.719296 -2.639734 -0.1 -0.2 0.0
F 2.146906 5.711527 -3.586473 -0.4 -0.2 0.1
O 3.129071 5.587153 -0.163248 0.0 -1.1 -0.1
C 2.959025 4.509619 0.692873 -0.6 1.4 -0.7
C 4.098885 3.491080 0.598307 0.7 -0.3 -0.1
F 4.282321 3.052651 -0.658263 -0.1 0.1 0.1
F 3.818277 2.403125 1.362584 -0.3 0.1 0.2
F 1.741674 3.954152 0.492834 0.1 -0.4 0.4
F 2.935323 5.017721 1.946129 0.3 -0.3 0.1
H 2.334203 6.792588 -1.540761 0.2 -0.1 -0.1
H 1.178850 5.663748 -0.932777 0.1 -0.3 -0.1
H 0.643366 3.795154 -2.734052 0.0 0.1 0.1
H 5.037323 3.932366 0.941420 -0.1 0.1 0.1
C 0.095660 9.306134 3.503531 0.0 0.1 0.8
C 0.652879 10.073453 2.288058 0.5 -0.6 0.3
C -0.346960 10.429735 1.186234 -0.2 0.6 -0.5
F -0.940744 9.343206 0.650464 0.1 0.0 0.1
F 0.290637 11.061915 0.172085 0.2 0.0 0.2
F 1.706750 9.390612 1.785860 -0.1 0.0 -0.2
F 1.157107 11.245528 2.764416 -0.4 0.1 0.0
O 0.241057 7.883663 3.510779 -0.3 -0.1 -1.1
C -0.692443 7.118942 2.819368 -0.1 1.2 1.1
C -0.087891 6.406619 1.606772 0.3 -0.4 -0.3
F 0.519328 7.267827 0.765449 -0.1 0.0 0.2
F -1.054918 5.772314 0.895358 -0.2 0.0 0.2
F -1.757556 7.876634 2.502308 -0.1 -0.4 -0.3
F -1.141299 6.186094 3.689735 0.2 -0.4 -0.3
H 0.692382 9.631138 4.356610 0.2 -0.1 -0.2
H -0.924536 9.607121 3.746109 0.0 0.0 -0.3
H -1.123562 11.100425 1.564659 0.1 0.0 0.1
H 0.649903 5.670134 1.926918 -0.1 0.1 0.2
C 0.999250 -4.043852 -4.339244 -0.3 0.7 0.1
C 1.381823 -4.914319 -5.552372 0.7 0.3 0.3
C 0.683127 -6.270679 -5.669172 -0.4 -0.6 -0.6
F 0.908764 -7.065744 -4.603598 0.0 0.1 0.0
F 1.146686 -6.934741 -6.753834 0.1 0.3 0.0
F 2.724606 -5.054763 -5.581194 -0.1 -0.2 0.0
F 1.055290 -4.197167 -6.664626 -0.4 -0.2 0.1
O 1.852261 -4.095104 -3.189569 0.1 -1.0 0.1
C 1.678155 -5.131421 -2.278843 -0.8 1.0 -1.0
C 2.864723 -6.100411 -2.243815 0.7 -0.4 0.1
F 3.138427 -6.599993 -3.459701 -0.1 0.2 0.1
F 2.588395 -7.147534 -1.432214 -0.3 0.2 0.1
F 0.504977 -5.747174 -2.512753 0.1 -0.3 0.4
F 1.554948 -4.544326 -1.057120 0.2 -0.1 0.2
H 1.083609 -3.009649 -4.675896 0.2 -0.1 -0.1
H -0.049854 -4.160567 -4.064419 0.1 -0.3 -0.1
H -0.396889 -6.144847 -5.788096 0.0 0.2 0.0
H 3.760034 -5.593113 -1.875037 -0.1 0.1 0.1
C 0.623438 -5.933760 3.598157 0.0 -0.5 -0.6
C -0.322934 -5.107188 4.492798 0.2 -1.0 0.4
C 0.056582 -3.643259 4.722969 -0.1 0.6 0.2
F 1.261915 -3.500896 5.298251 -0.1 0.0 -0.1
F -0.838700 -3.051125 5.557035 -0.2 -0.1 -0.2
F -0.490580 -5.752426 5.663149 0.0 0.3 0.0
F -1.546463 -5.110748 3.880173 0.1 0.4 -0.3
O 1.605628 -6.739515 4.240769 0.1 0.9 0.7
C 2.798565 -6.135136 4.643185 -0.5 -0.3 -1.3
C 2.953307 -6.084233 6.166302 0.2 -0.2 0.7
F 1.903894 -5.478178 6.757512 0.0 -0.1 -0.2
F 4.059643 -5.383432 6.501008 0.0 0.0 -0.3
F 2.908947 -4.921076 4.063743 0.3 0.1 0.3
F 3.792448 -6.884300 4.131470 0.1 0.0 0.4
H -0.012535 -6.658998 3.088353 -0.1 0.0 0.2
H 1.059237 -5.332829 2.797308 0.0 0.2 0.2
H 0.053554 -3.083933 3.780995 0.0 -0.2 -0.1
H 3.036949 -7.094239 6.574409 0.0 0.0 -0.2
```
Forces are in eV/Å.

The total charge is +1. Its molecular weight is 1312.6 g mol⁻¹. Its largest force on an atom is 4.31 eV Å⁻¹. The LUMO energy is -4.77 eV. The calculated total energy is -5812.71516 Eh. For the frontier orbital gap, the calculation gives 8.72 eV.

=====

[3]
Computed, not measured: a structure of composition C3H4O3Ru, with ωB97M-V/def2-TZVPD.

Geometry as XYZ:
```
11
Properties=species:S:1:pos:R:3:forces:R:3
H 1.620523 -0.086031 -1.700524 0.1 0.2 0.4
H 0.793688 -1.911374 1.987838 0.5 -0.3 -0.8
C 0.845316 -1.177728 1.168556 -1.7 -0.5 0.2
C -0.305631 -0.957060 0.479755 0.0 0.2 1.8
O -0.459089 0.369864 0.014924 1.4 -0.4 -0.6
C -1.607357 0.748550 -0.485921 -0.9 -0.2 -0.8
O -1.349753 1.836532 -1.178613 0.3 0.0 0.1
Ru 1.925680 1.030896 -0.264422 0.0 0.5 -0.9
O 1.902648 -0.416167 1.075939 0.2 0.0 0.4
H -1.223845 -1.532389 0.565275 0.3 0.2 -0.1
H -2.142179 2.094906 -1.662803 -0.2 0.0 0.3
```
Forces are in eV/Å.

The total charge is 0. Its molecular weight is 189.1 g mol⁻¹. Its largest force on an atom is 1.79 eV Å⁻¹. Its expectation value of S² is 12.0119. The energy above the lowest of the compared OMol25 structures with the same formula, charge and spin is 350.77 kJ/mol. The LUMO energy (alpha / beta) is 0.64 / -2.13 eV. The calculated total energy is -436.96911 Eh. As for the multiplicity: 7. For the frontier orbital gap (alpha / beta), the calculation gives 7.04 / 6.86 eV.